Entry w
One molecule with the formula C2H5N5. Source: OMol25; level of theory: wB97M-V/def2-TZVPD.

Output
Charge = 0
HOMO-LUMO gap = 0.3365 hartree

CARTESIAN COORDINATES (ANGSTROEM)
1 C 1.9247 -0.1355 0.0228
2 C -0.2908 -0.6632 -0.0437
3 H 2.3409 0.0857 1.1404
4 H 2.9239 -0.4334 -0.5353
5 H 1.6754 0.9475 -0.4088
6 H -2.4157 1.0711 -0.7408
7 H -0.2862 1.3050 0.5256
8 N 0.8789 -1.0355 -0.0368
9 N -1.4965 -1.5816 -0.0206
10 N -2.4982 -0.7655 0.1006
11 N -2.0697 0.6263 0.0738
12 N -0.6868 0.5790 -0.0773

Entry x
C2H5N5 as an isolated structure. Source: OMol25; level of theory: wB97M-V/def2-TZVPD.

Output
Charge = 0
HOMO-LUMO gap (alpha / beta) = 0.2881 / 0.2528 hartree

CARTESIAN COORDINATES (ANGSTROEM)
1 C 0.7337 2.1350 -0.5540
2 C -0.9068 -0.9387 -0.2081
3 N -0.4668 0.2074 -0.6483
4 N 0.6158 -1.2919 0.7767
5 N 0.0351 1.0786 0.1462
6 N 0.6135 -1.7260 1.8859
7 N -1.9328 -1.6409 -0.2410
8 H 0.6001 -2.7669 1.9569
9 H -1.9947 -2.3324 -0.9853
10 H 1.1966 1.7929 -1.4839
11 H 0.0237 2.9400 -0.7697
12 H 1.4826 2.5429 0.1247

Which one sits at the bottom of the stability order? entry x does.